No. 1
A cluster of 11 separate species, C44H66O33 in total at a distorted geometry. Source: the Open Molecules 2025 dataset; level of theory: ωB97M-V with the def2-TZVPD basis set.

Cartesian coordinates (Å):
O1 6.78 -0.76 2.15
O2 3.34 5.19 1.15
O3 -10.56 -3.73 -0.45
O4 -1.32 -4.38 6.26
O5 -0.66 -1.10 -1.31
O6 8.99 1.96 -2.39
O7 2.12 4.35 2.89
O8 -5.88 -9.14 -3.54
O9 -4.31 8.12 1.19
O10 5.03 0.31 1.50
O11 -3.59 -5.02 -6.01
O12 -3.83 -5.44 -8.25
O13 -1.27 -0.63 0.70
O14 -8.72 -4.52 0.32
O15 2.56 -0.89 -7.97
O16 -3.10 6.39 1.18
O17 2.39 6.62 2.56
O18 -2.87 2.34 9.52
O19 3.88 -1.28 -6.14
O20 -1.98 2.08 7.46
O21 -4.50 -10.37 -4.82
O22 -3.87 -9.34 -2.82
O23 -2.96 4.01 7.97
O24 6.91 2.93 -2.14
O25 -4.99 6.45 2.43
O26 -10.12 -5.94 -0.75
O27 5.64 -1.56 0.34
O28 -2.32 -5.43 4.66
O29 8.63 3.28 -0.73
O30 4.32 0.43 -7.44
O31 -0.75 -6.52 5.74
O32 -2.73 -3.60 -7.48
O33 -2.71 -1.80 -0.43
C1 -2.70 -1.59 -6.07
C2 0.49 -0.46 -0.79
C3 6.53 0.10 3.25
C4 10.08 1.77 -1.54
C5 -4.16 -3.92 4.17
C6 -4.18 6.94 1.69
C7 -9.83 -4.82 -0.33
C8 5.79 -0.75 1.29
C9 4.24 8.21 2.50
C10 -3.55 -7.56 -1.10
C11 -1.73 2.92 6.34
C12 -8.57 -3.14 0.64
C13 2.58 5.32 2.23
C14 -2.65 -4.07 4.43
C15 0.98 0.68 -1.72
C16 -1.64 -1.26 -0.39
C17 -2.14 -3.44 5.71
C18 8.06 2.68 -1.74
C19 -5.76 -8.36 -2.35
C20 -9.85 -2.55 -0.05
C21 -2.63 2.75 8.40
C22 5.34 0.88 2.75
C23 -2.61 4.16 6.65
C24 3.52 -0.59 -7.24
C25 10.06 3.01 -0.70
C26 -1.38 -5.49 5.54
C27 4.02 6.38 0.83
C28 6.04 -1.70 -5.11
C29 5.36 0.45 -6.51
C30 -2.99 -3.98 -5.28
C31 -10.93 -1.79 0.81
C32 -3.38 -4.75 -7.35
C33 3.22 7.39 1.66
C34 -4.69 -9.65 -3.85
C35 -2.31 -3.09 -6.25
C36 11.25 1.66 -2.53
C37 -2.13 2.10 5.16
C38 4.98 -0.61 -5.51
C39 7.83 0.96 3.61
C40 -3.45 8.30 0.12
C41 -4.48 -8.68 -1.67
C42 -1.89 6.46 -0.81
C43 0.00 -0.02 0.58
C44 -2.36 7.29 0.37
H1 11.34 2.44 -3.29
H2 4.58 -0.10 -4.63
H3 -1.36 5.56 -0.50
H4 7.58 1.33 4.60
H5 3.97 8.47 3.52
H6 5.69 -2.48 -4.44
H7 -2.59 6.12 -1.57
H8 -3.72 -3.44 -4.68
H9 -8.67 -2.93 1.70
H10 -3.49 -6.64 -1.68
H11 -4.46 -2.88 4.34
H12 -2.24 -1.19 -5.17
H13 0.75 -0.47 1.22
H14 7.88 1.74 2.85
H15 -7.67 -2.64 0.30
H16 -4.56 -9.54 -1.00
H17 5.06 6.28 1.14
H18 -10.56 -0.80 1.07
H19 -1.63 -2.50 5.49
H20 0.19 1.41 -1.85
H21 5.42 1.38 -5.94
H22 -5.74 -7.30 -2.59
H23 -3.92 8.17 -0.85
H24 -0.03 1.06 0.73
H25 -11.79 -1.65 0.15
H26 4.52 0.85 3.47
H27 -1.85 4.94 6.60
H28 -3.16 1.76 5.09
H29 -2.55 -7.93 -0.85
H30 -4.40 -4.27 3.17
H31 -0.68 3.19 6.25
H32 1.28 -1.19 -0.64
H33 -2.25 -4.39 -4.60
H34 6.50 -2.21 -5.95
H35 4.49 9.17 2.05
H36 10.03 0.90 -0.89
H37 1.88 1.15 -1.33
H38 6.28 0.30 -7.06
H39 -11.11 -2.32 1.74
H40 10.66 3.88 -0.98
H41 -4.80 -4.48 4.84
H42 5.70 1.88 2.48
H43 10.37 2.78 0.32
H44 -1.98 2.72 4.27
H45 -1.19 7.12 -1.33
H46 -4.09 -7.39 -0.17
H47 -2.95 -3.31 6.43
H48 -1.23 -3.17 -6.12
H49 4.01 6.62 -0.23
H50 -3.45 4.23 5.96
H51 -2.22 -1.04 -6.88
H52 11.24 0.67 -2.98
H53 -3.77 -1.44 -6.24
H54 -1.54 7.70 0.95
H55 -6.51 -8.62 -1.60
H56 12.20 1.65 -2.01
H57 6.81 -1.19 -4.53
H58 -2.06 -3.73 3.58
H59 -1.51 1.23 4.95
H60 6.26 -0.50 4.12
H61 -9.62 -1.98 -0.95
H62 1.28 0.26 -2.68
H63 5.21 7.75 2.68
H64 2.59 8.11 1.14
H65 8.79 0.45 3.60
H66 -3.15 9.35 0.14

Values from the calculation:
Gap between HOMO and LUMO (hartree): 0.363
Charge: 0
SMILES string: C[C@H]1COC(=O)O1.C[C@H]1COC(=O)O1.C[C@H]1COC(=O)O1.C[C@H]1COC(=O)O1.C[C@H]1COC(=O)O1.C[C@H]1COC(=O)O1.C[C@H]1COC(=O)O1.C[C@H]1COC(=O)O1.C[C@H]1COC(=O)O1.C[C@H]1COC(=O)O1.C[C@H]1COC(=O)O1
Relative energy (zero: lowest compared OMol25 entry of this formula, charge and spin) (kJ/mol): 683.7

***

No. 2
A structure of composition C44H69N6O2P2SV at a distorted geometry. Source: the Open Molecules 2025 dataset; level of theory: ωB97M-V with the def2-TZVPD basis set.

Cartesian coordinates (Å):
V1 0.27 0.17 0.78
S1 1.76 -0.53 3.14
P1 -0.53 -1.97 -1.82
P2 -0.98 2.29 2.83
O1 -0.76 -1.83 1.72
O2 2.03 -0.83 0.08
N1 1.86 -3.42 0.74
N2 4.36 -1.02 2.77
N3 0.42 1.70 -0.66
N4 -0.70 1.10 1.80
N5 3.73 1.16 2.49
N6 0.98 3.26 -2.06
C1 -4.76 2.84 1.49
C2 -2.04 -4.26 -1.40
C3 -1.92 -6.17 -3.08
C4 0.20 3.62 2.54
C5 5.79 -0.73 2.58
C6 1.42 3.65 3.21
C7 0.72 -1.33 -3.02
C8 -4.11 0.16 -1.29
C9 0.29 -1.13 -4.48
C10 2.62 -0.15 -4.61
C11 -0.85 1.79 4.54
C12 -2.80 -5.43 -2.04
C13 -2.83 -1.08 -3.44
C14 0.90 5.48 1.18
C15 -0.40 3.26 -2.04
C16 2.38 4.60 2.87
C17 -0.74 2.29 -1.17
C18 -1.15 0.05 6.18
C19 -5.18 3.95 2.20
C20 -3.48 2.34 1.67
C21 0.01 -4.56 -2.81
C22 -1.95 -0.81 -2.19
C23 2.12 5.51 1.85
C24 -5.01 -0.69 -2.21
C25 -1.14 0.46 4.86
C26 -0.58 2.29 6.88
C27 -3.04 4.07 3.30
C28 5.11 1.62 2.38
C29 -2.84 -0.62 -0.94
C30 3.17 -1.11 -3.53
C31 -0.86 0.96 7.19
C32 -0.44 -6.03 -2.72
C33 2.07 -2.06 -3.01
C34 1.50 -0.83 -5.39
C35 -4.19 -1.68 -3.06
C36 -0.06 4.54 1.52
C37 -1.13 -3.59 -2.45
C38 2.90 2.05 -1.03
C39 -4.32 4.57 3.11
C40 5.94 0.53 1.75
C41 -0.58 2.70 5.56
C42 1.45 2.31 -1.23
C43 -2.62 2.95 2.58
C44 3.39 -0.11 2.77
H1 -3.12 -1.59 -0.52
H2 -4.04 -2.62 -2.52
H3 1.98 -1.81 0.41
H4 -4.65 0.44 -0.39
H5 -1.73 -3.40 -3.34
H6 -4.74 -1.93 -3.97
H7 2.99 1.83 2.60
H8 3.60 -0.53 -2.70
H9 0.69 6.21 0.41
H10 -2.27 -0.10 -0.16
H11 -0.43 -0.31 -4.54
H12 2.18 -3.64 1.68
H13 -1.73 1.99 -0.85
H14 1.19 -0.22 -6.23
H15 -1.70 -1.69 1.88
H16 5.60 0.34 0.73
H17 -4.65 5.44 3.67
H18 2.34 -2.48 -2.03
H19 6.28 -0.62 3.54
H20 -1.38 -0.98 6.43
H21 -0.86 0.64 8.23
H22 -6.18 4.34 2.06
H23 6.99 0.82 1.71
H24 -1.02 4.53 1.01
H25 3.43 0.16 -5.28
H26 -3.12 -6.12 -1.26
H27 0.90 -0.33 -2.60
H28 -0.34 -1.92 2.59
H29 -3.14 1.46 1.13
H30 3.99 -1.70 -3.94
H31 2.00 -2.92 -3.68
H32 -1.41 -4.62 -0.58
H33 -2.09 -5.77 -4.08
H34 2.22 -0.91 -0.86
H35 -1.43 0.14 -2.36
H36 -2.74 -3.56 -0.95
H37 -3.83 1.09 -1.79
H38 -5.44 2.36 0.78
H39 -0.36 3.00 7.67
H40 0.17 -6.64 -3.38
H41 0.35 -4.35 -3.83
H42 -2.32 -1.72 -4.16
H43 -1.00 3.93 -2.64
H44 -2.20 -7.23 -3.12
H45 1.61 2.96 4.02
H46 4.08 -1.94 3.05
H47 3.32 4.64 3.41
H48 6.24 -1.58 2.07
H49 2.31 -4.07 0.10
H50 -0.23 -2.03 -4.84
H51 -1.37 -0.23 4.06
H52 -5.59 -0.03 -2.86
H53 5.51 1.88 3.36
H54 0.87 -4.41 -2.15
H55 -5.73 -1.25 -1.61
H56 3.34 1.57 -1.91
H57 2.86 6.26 1.60
H58 1.56 3.87 -2.62
H59 -3.00 -0.13 -3.96
H60 1.89 -1.76 -5.82
H61 0.86 -3.60 0.71
H62 5.12 2.53 1.78
H63 -2.37 4.56 4.01
H64 -0.28 -6.42 -1.71
H65 2.23 0.76 -4.15
H66 -0.36 3.74 5.32
H67 -3.70 -5.05 -2.53
H68 3.05 1.40 -0.17
H69 3.44 2.98 -0.86

Values from the calculation:
Gap between HOMO and LUMO (alpha / beta) (hartree): 0.287 / 0.320
Charge: +2
<S²>: 2.03
Relative energy (zero: lowest compared OMol25 entry of this formula, charge and spin) (kJ/mol): 45.9
Spin multiplicity: 3

***

No. 3
A cluster of 4 separate species, C44H71BrF8N3O6 in total at a distorted geometry. Source: the Open Molecules 2025 dataset; level of theory: ωB97M-V with the def2-TZVPD basis set.

Cartesian coordinates (Å):
Br1 -1.15 3.21 -5.85
F1 2.61 1.97 -4.67
F2 3.11 0.98 -2.88
F3 -5.26 2.60 2.39
F4 -6.47 2.74 0.66
F5 2.99 -0.15 -4.66
F6 -6.61 4.20 2.23
F7 -3.49 3.90 1.31
F8 -4.82 5.57 1.36
O1 1.18 0.62 -3.68
O2 -0.33 -5.55 2.08
O3 -0.12 8.62 3.77
O4 -1.57 -1.34 -3.62
O5 5.17 -4.29 -3.69
O6 -4.11 2.40 -4.65
N1 -0.96 8.74 4.75
N2 -0.74 -6.70 2.48
N3 6.36 -3.83 -3.47
C1 -1.45 -1.95 0.64
C2 -4.75 4.43 -0.65
C3 -3.19 1.94 -4.07
C4 -2.87 -5.46 2.92
C5 -2.12 6.55 4.43
C6 7.55 -1.82 -2.58
C7 -1.84 -1.52 -0.78
C8 -4.20 2.21 -1.75
C9 8.73 -4.17 -4.14
C10 7.00 -1.97 -5.66
C11 -2.51 -0.13 -0.86
C12 7.05 -5.77 -4.89
C13 0.30 0.51 -4.82
C14 -1.71 -0.18 -3.41
C15 -2.80 -7.87 3.26
C16 -1.85 7.51 6.73
C17 6.26 -2.36 -3.25
C18 -2.94 10.08 5.47
C19 -4.67 4.32 0.87
C20 2.45 0.86 -4.00
C21 -0.47 -7.91 0.30
C22 -2.53 0.41 -2.30
C23 1.51 -7.49 1.77
C24 -2.23 -6.73 2.37
C25 -0.13 -9.12 2.47
C26 -3.40 7.27 4.02
C27 -1.83 0.95 0.01
C28 5.16 -2.02 -2.24
C29 -2.69 -6.92 0.92
C30 -1.21 7.39 5.33
C31 0.01 -7.76 1.75
C32 -1.81 1.85 -4.67
C33 -1.08 0.82 -4.35
C34 -2.15 9.50 4.26
C35 -3.07 8.63 3.39
C36 0.10 6.64 5.58
C37 7.02 -3.48 -5.87
C38 -3.27 1.45 -2.64
C39 -5.80 3.45 1.53
C40 -1.98 -8.05 0.19
C41 7.25 -4.28 -4.58
C42 -3.68 3.63 -1.42
C43 -1.74 10.73 3.44
C44 6.02 -1.59 -4.55
H1 0.62 6.40 4.66
H2 8.42 -1.82 -3.24
H3 -0.15 -7.03 -0.28
H4 6.08 -0.52 -4.36
H5 -2.24 -1.84 1.39
H6 -4.06 7.40 4.88
H7 6.70 -1.48 -6.59
H8 -0.95 -1.60 -1.40
H9 0.55 -9.85 2.02
H10 9.32 -5.01 -4.51
H11 1.78 -6.59 1.21
H12 -3.03 -8.77 2.70
H13 -1.08 11.38 4.01
H14 -1.27 8.17 7.37
H15 -1.25 10.47 2.51
H16 -3.80 9.47 5.74
H17 -1.88 6.53 7.21
H18 -2.59 8.45 2.42
H19 -1.39 0.57 0.93
H20 -1.12 -9.56 2.39
H21 -5.13 2.36 -2.32
H22 0.77 7.23 6.21
H23 7.77 -6.08 -5.65
H24 -1.04 1.42 -0.58
H25 9.22 -3.27 -4.51
H26 -3.50 4.15 -2.36
H27 0.31 -0.53 -5.15
H28 5.00 -1.78 -4.90
H29 -2.57 -5.27 3.95
H30 2.05 -8.32 1.32
H31 -3.94 6.67 3.29
H32 -2.61 -4.58 2.32
H33 -2.51 1.74 0.30
H34 8.00 -1.60 -5.42
H35 -3.73 -7.57 3.75
H36 -2.88 7.87 6.71
H37 -2.30 -9.02 0.58
H38 -3.32 11.08 5.25
H39 -4.48 1.66 -0.86
H40 -3.77 -7.09 0.90
H41 7.20 -6.38 -4.00
H42 6.06 -5.98 -5.30
H43 5.31 -2.56 -1.30
H44 -3.99 9.17 3.18
H45 -5.73 4.18 -1.05
H46 -3.55 -0.23 -0.54
H47 6.06 -3.78 -6.31
H48 0.61 1.11 -5.68
H49 -0.11 5.70 6.09
H50 -2.74 3.53 -0.89
H51 5.18 -0.95 -2.02
H52 -2.30 10.18 6.34
H53 4.17 -2.25 -2.62
H54 -1.03 -2.96 0.66
H55 -2.11 -8.13 4.07
H56 -2.38 5.62 4.94
H57 -0.63 -1.31 0.96
H58 1.88 -7.37 2.79
H59 7.41 -0.79 -2.27
H60 -2.56 -2.25 -1.16
H61 0.02 -8.77 -0.16
H62 0.13 -9.04 3.52
H63 8.83 -4.19 -3.05
H64 -1.58 6.25 3.52
H65 -3.96 -5.55 2.90
H66 -4.60 5.48 -0.89
H67 7.79 -3.74 -6.60
H68 -2.63 11.30 3.17
H69 -2.27 -8.04 -0.87
H70 -2.52 -5.99 0.36
H71 7.80 -2.40 -1.69

Values from the calculation:
Gap between HOMO and LUMO (alpha / beta) (hartree): 0.279 / 0.309
Charge: 0
<S²>: 3.76
Spin multiplicity: 4

***

What is the charge in the second record? +2